No. 1
Density functional theory data (ωB97M-V/def2-TZVPD) for C4H7NO3 in the gas phase.

```
! wB97M-V def2-TZVPD RIJCOSX def2/J DEFGRID3
* xyz 0 1
C 0.12 1.03 -1.34
C -0.04 -0.41 -0.75
N 1.13 -0.68 0.12
C 1.16 -0.45 1.47
O 0.22 -0.16 2.17
C -1.29 -0.45 0.08
O -1.91 -1.47 0.27
O -1.59 0.68 0.70
H -0.56 1.14 -2.30
H 1.12 1.37 -1.54
H -0.22 1.71 -0.37
H -0.06 -1.18 -1.54
H 1.93 -1.15 -0.28
H 2.17 -0.59 1.83
H -2.18 0.60 1.48
*
```

The orbital gap comes out at 10.63 eV. Its LUMO energy is 0.0249 Ha. The molar mass comes out at 117.1 g mol⁻¹. The energy above the lowest of the compared OMol25 structures with the same formula, charge and spin comes out at 164.5 kJ/mol. The total energy is -11893.5721 eV. The SMILES is C[C@@H](NC=O)C(=O)O.

No. 2
Density functional theory data (ωB97M-V/def2-TZVPD) for 2 unconnected molecules or ions with the total composition C4H7NO3.

```
! wB97M-V def2-TZVPD RIJCOSX def2/J DEFGRID3
* xyz 0 1
O -1.76 -1.17 -1.40
C -1.42 -0.15 -0.77
C -0.11 0.49 -1.33
O 0.42 1.46 -0.88
O 0.28 -0.27 -2.33
H -1.86 0.51 -0.09
H -0.44 -1.11 -2.43
C -0.04 -0.89 0.81
C 0.31 0.24 1.46
N 1.52 0.87 1.30
H -0.80 -1.52 1.03
H 0.67 -1.44 0.34
H -0.36 0.59 2.21
H 1.33 1.82 1.40
H 2.26 0.57 0.69
*
```

The orbital gap comes out at 8.99 eV. Its LUMO energy is 0.0023 Ha. The molar mass comes out at 117.1 g mol⁻¹. The energy above the lowest of the compared OMol25 structures with the same formula, charge and spin comes out at 357.8 kJ/mol. The total energy is -11891.5694 eV. The SMILES is O=CC(=O)O.C=CN.

No. 3
Density functional theory data (ωB97M-V/def2-TZVPD) for a molecular structure, C4H7NO3.

```
! wB97M-V def2-TZVPD RIJCOSX def2/J DEFGRID3
* xyz 0 1
O -2.86 -0.77 0.19
C -2.82 0.36 -0.19
O -2.46 0.82 -1.44
C 1.75 -0.65 0.51
C 0.26 -0.67 0.08
C 0.88 0.79 0.20
O 0.31 1.53 0.97
N 2.65 -0.90 -0.38
H -3.13 1.19 0.47
H 2.14 -0.64 1.53
H -0.22 -1.23 0.87
H 0.18 -1.23 -0.85
H 1.52 1.27 -0.54
H 3.46 -0.29 -0.46
H -1.65 0.43 -0.95
*
```

The orbital gap comes out at 7.83 eV. Its LUMO energy is -0.0602 Ha. The molar mass comes out at 117.1 g mol⁻¹. The energy above the lowest of the compared OMol25 structures with the same formula, charge and spin comes out at 740.0 kJ/mol. The total energy is -11887.6081 eV.

No. 4
Density functional theory data (ωB97M-V/def2-TZVPD) for 2 unconnected molecules or ions with the total composition C4H7NO3S.

```
! wB97M-V def2-TZVPD RIJCOSX def2/J DEFGRID3
* xyz 0 1
C 1.32 -1.83 1.49
C -1.34 0.12 -0.41
C -0.27 -0.53 -1.30
C 0.69 0.41 0.78
N -0.61 1.08 0.47
O 0.40 -2.08 2.13
O 2.32 -1.83 0.91
O 0.88 1.80 -1.41
S 1.28 0.43 -0.93
H -2.08 0.66 -1.00
H -1.84 -0.62 0.21
H -0.07 -1.56 -1.03
H -0.50 -0.45 -2.36
H 1.30 1.12 1.36
H -0.33 1.88 -0.17
H -1.14 1.38 1.28
*
```

The orbital gap comes out at 8.56 eV. Its LUMO energy is 0.0170 Ha. The molar mass comes out at 149.2 g mol⁻¹. The energy above the lowest of the compared OMol25 structures with the same formula, charge and spin comes out at 148.9 kJ/mol. The total energy is -22727.1078 eV.

No. 5
Density functional theory data (ωB97M-V/def2-TZVPD) for 3 unconnected molecules or ions with the total composition C4H7NO5.

```
! wB97M-V def2-TZVPD RIJCOSX def2/J DEFGRID3
* xyz 0 1
O 3.36 -0.74 -0.09
N 2.43 -0.75 0.71
O 2.75 -1.10 2.03
C 1.20 -0.60 0.43
O 0.87 -0.55 -0.87
H 3.76 -1.11 2.19
H 0.51 -0.69 1.22
H 1.66 -0.51 -1.41
O 1.19 2.20 -1.50
C 0.49 2.17 -0.59
O -0.29 2.27 0.24
C -3.50 -0.60 -0.35
C -2.54 0.35 -0.43
H -3.16 -1.68 -0.08
H -4.51 -0.29 -0.64
H -1.50 0.28 -0.30
H -2.76 1.34 -0.57
*
```

The orbital gap comes out at 9.51 eV. Its LUMO energy is 0.0202 Ha. The molar mass comes out at 149.1 g mol⁻¹. The energy above the lowest of the compared OMol25 structures with the same formula, charge and spin comes out at 511.7 kJ/mol. The total energy is -15984.6284 eV. The SMILES is [O-]/[N+](O)=C\O.O=C=O.C=C.

No. 6
Density functional theory data (ωB97M-V/def2-TZVPD) for 2 unconnected molecules or ions with the total composition C4H7NO5.

```
! wB97M-V def2-TZVPD RIJCOSX def2/J DEFGRID3
* xyz 0 1
O -3.54 -3.67 0.73
C -3.91 -2.63 0.25
N -4.21 -1.30 1.11
C -4.32 -1.19 2.46
O -3.83 -1.95 3.27
C -5.12 0.02 2.96
O -5.43 0.94 1.96
C -6.38 -0.47 3.65
O -7.46 -0.05 3.32
H -4.46 -2.54 -0.71
H -4.78 -0.65 0.54
H -4.49 0.48 3.74
H -6.39 1.01 1.90
H -6.25 -1.20 4.47
O -1.81 -1.43 -0.49
H -2.45 -0.88 0.25
H -2.09 -1.15 -1.37
*
```

The orbital gap comes out at 10.41 eV. Its LUMO energy is 0.0059 Ha. The molar mass comes out at 149.1 g mol⁻¹. The energy above the lowest of the compared OMol25 structures with the same formula, charge and spin comes out at 229.1 kJ/mol. The total energy is -15987.5570 eV. The SMILES is O=CNC(=O)[C@@H](O)C=O.O.

No. 7
Density functional theory data (ωB97M-V/def2-TZVPD) for C4H7NOS in the gas phase.

```
! wB97M-V def2-TZVPD RIJCOSX def2/J DEFGRID3
* xyz 0 1
O -0.10 1.01 2.39
C 0.04 -0.25 1.67
C -0.93 -0.36 0.57
S -0.24 0.89 -0.80
C 1.27 0.39 -1.56
C 0.45 -0.20 -2.55
N -0.77 0.00 -2.15
H -1.04 1.26 2.55
H -0.06 -1.06 2.54
H 1.02 -0.18 1.36
H -0.97 -1.21 -0.03
H -1.88 -0.05 0.86
H 2.41 0.42 -1.41
H 0.79 -0.64 -3.45
*
```

The orbital gap comes out at 8.13 eV. Its LUMO energy is 0.0157 Ha. The molar mass comes out at 117.2 g mol⁻¹. The energy above the lowest of the compared OMol25 structures with the same formula, charge and spin comes out at 471.8 kJ/mol. The total energy is -18629.6596 eV. The SMILES is OCC[S@]12=C[C@H]1N=2.

No. 8
Density functional theory data (ωB97M-V/def2-TZVPD) for C4H7NOS in the gas phase.

```
! wB97M-V def2-TZVPD RIJCOSX def2/J DEFGRID3
* xyz 0 1
O -0.75 2.08 -0.60
C -1.03 0.79 -0.40
C -1.78 -0.50 -0.93
N -0.81 -1.15 0.01
C -0.19 -0.02 0.64
C 1.25 0.42 0.78
S 2.23 0.02 -0.89
H -1.65 -0.67 -2.09
H -2.93 -0.65 -0.39
H -0.04 -1.77 -0.42
H -0.49 0.00 1.61
H 1.12 1.52 1.26
H 1.43 -0.03 1.71
H 3.65 -0.04 -0.27
*
```

The orbital gap comes out at 9.67 eV. Its LUMO energy is 0.0115 Ha. The molar mass comes out at 117.2 g mol⁻¹. The energy above the lowest of the compared OMol25 structures with the same formula, charge and spin comes out at 507.9 kJ/mol. The total energy is -18629.2854 eV. The SMILES is O=C1CN[C@H]1CS.